No. 1
The following is a DFT calculation (ωB97M-V/def2-TZVPD) of C37H24ClErN9O4S2 as an isolated structure.

Geometry as XYZ:
```
78
Properties=species:S:1:pos:R:3:forces:R:3
Er 0.045 -1.324 -0.095 -0.657 0.563 -0.085
C -4.724 -0.979 -0.941 -0.050 0.136 0.082
C -3.475 -1.512 -0.751 0.042 -0.231 -0.163
N -2.540 -0.909 -0.015 0.317 -0.057 -0.025
C -2.867 0.235 0.591 -0.089 0.107 0.105
C -4.124 0.811 0.307 -0.261 -0.038 -0.111
N -5.040 0.222 -0.434 0.140 0.097 0.100
C -1.927 0.816 1.536 0.147 -0.069 0.021
C -2.245 1.873 2.312 -0.115 0.188 0.088
C -1.342 2.461 3.247 0.052 0.126 0.179
C -0.035 1.962 3.195 -0.095 0.126 0.099
C 0.332 0.905 2.403 0.027 0.070 -0.105
N -0.660 0.146 1.681 0.020 -0.306 -0.334
C 1.680 0.456 2.264 -0.132 0.108 0.176
C 2.752 0.954 3.058 0.356 -0.030 0.088
N 3.982 0.514 2.979 -0.215 0.152 0.071
C 4.221 -0.472 2.086 0.006 0.029 0.016
C 3.218 -0.949 1.292 0.003 -0.079 -0.101
N 1.954 -0.494 1.348 -0.032 -0.256 -0.008
C -1.739 3.548 4.133 0.018 -0.117 -0.156
C -0.846 4.202 5.001 0.034 0.048 0.046
C -1.281 5.228 5.819 -0.111 -0.003 -0.029
N -2.539 5.682 5.872 0.067 -0.128 -0.114
C -3.394 5.063 5.053 0.100 0.008 0.045
C -3.060 4.028 4.198 -0.046 0.027 0.017
H -5.475 -1.492 -1.529 0.026 0.008 0.013
H -3.199 -2.449 -1.219 -0.013 0.004 0.018
H -4.375 1.796 0.680 -0.006 -0.052 0.008
H -3.222 2.316 2.181 0.052 -0.011 0.036
H 0.739 2.453 3.770 -0.051 -0.017 -0.033
H 2.575 1.739 3.782 -0.012 -0.032 -0.003
H 5.228 -0.865 2.024 -0.053 0.026 0.001
H 3.425 -1.735 0.581 -0.025 -0.038 -0.012
H 0.198 3.919 5.049 -0.047 0.015 0.012
H -0.573 5.719 6.481 -0.019 -0.026 -0.032
H -4.422 5.417 5.088 0.041 -0.027 -0.015
H -3.842 3.592 3.590 0.018 0.036 0.050
S -0.971 0.233 -2.542 0.030 0.066 0.065
C -1.211 -1.403 -2.883 -0.002 -0.272 0.082
N -0.865 -2.375 -2.057 -0.192 -0.429 -0.230
C -1.214 -3.643 -2.529 0.153 0.285 0.067
C -0.983 -4.852 -1.874 -0.012 0.010 -0.028
C -1.400 -6.029 -2.474 0.035 0.084 0.041
C -2.038 -6.018 -3.716 -0.017 0.022 -0.040
C -2.268 -4.821 -4.377 -0.023 0.017 -0.052
C -1.852 -3.640 -3.775 -0.029 0.055 -0.044
S -1.999 -1.997 -4.338 -0.044 0.028 -0.095
H -0.464 -4.849 -0.925 0.024 -0.033 0.025
H -1.221 -6.975 -1.977 0.004 0.041 0.000
H -2.353 -6.951 -4.171 0.023 0.078 0.040
H -2.760 -4.807 -5.344 0.041 0.000 0.078
O 5.123 -3.467 -3.003 -0.431 -0.443 0.387
C 5.049 -2.180 -3.258 -0.094 0.463 -0.024
O 5.899 -1.610 -3.901 -0.087 -0.106 0.031
C 3.871 -1.421 -2.711 -0.077 -0.224 0.026
C 3.691 -0.065 -2.903 0.135 0.178 0.170
Cl 4.690 1.060 -3.686 -0.108 0.093 -0.010
N 2.577 0.321 -2.240 -0.227 0.408 -0.188
N 2.003 -0.725 -1.638 0.214 -0.408 0.192
C 2.759 -1.779 -1.895 0.103 -0.187 -0.080
C 2.357 -3.095 -1.248 -0.037 -0.124 0.030
O 2.999 -4.111 -1.520 0.350 0.066 -0.250
O 1.383 -3.040 -0.431 0.552 -0.063 -0.132
C 1.998 1.628 -2.076 0.121 -0.080 0.064
C 1.761 2.449 -3.164 -0.034 -0.017 -0.135
C 1.147 3.677 -2.958 -0.018 0.005 0.025
C 0.760 4.068 -1.682 0.022 -0.040 -0.024
C 1.003 3.231 -0.600 -0.063 0.111 0.001
C 1.633 2.014 -0.797 0.074 -0.015 0.007
H 4.343 -3.780 -2.448 0.077 0.040 -0.126
H 2.016 2.123 -4.164 -0.002 -0.001 0.059
H 0.944 4.318 -3.808 0.017 -0.039 0.056
H 0.262 5.018 -1.530 0.027 -0.044 -0.019
H 0.700 3.517 0.403 0.015 -0.038 -0.078
H 1.841 1.365 0.040 -0.006 0.021 -0.067
C -0.744 -1.333 2.119 0.134 0.225 0.144
H -0.113 -1.427 2.999 0.224 -0.004 0.133
H -1.757 -1.507 2.463 -0.312 -0.087 -0.049
```
Forces are in eV/Å.

Calculated values
Spin multiplicity = 4
E_HOMO (spin up / spin down) = -0.134 / -0.134 Eh
Charge = -1



No. 2
The following is a DFT calculation (ωB97M-V/def2-TZVPD) of C37H25AsBr4FN2O2Pt as an isolated structure.

Geometry as XYZ:
```
73
Properties=species:S:1:pos:R:3:forces:R:3
Pt 0.000 0.286 0.842 0.119 0.142 0.223
Br 6.085 2.874 3.490 0.007 -0.002 0.004
C 4.855 2.201 2.219 0.023 0.015 0.004
C 5.254 1.907 0.930 -0.007 0.005 -0.019
Br 7.054 2.159 0.397 0.015 -0.001 -0.003
C 4.312 1.427 0.010 0.057 -0.001 0.021
Br 4.797 0.985 -1.773 -0.013 0.000 0.015
C 2.967 1.205 0.332 -0.148 -0.051 0.019
O 2.104 0.756 -0.504 0.158 0.055 -0.097
C 2.567 1.490 1.696 0.033 -0.010 0.029
O 1.328 1.277 2.092 -0.111 -0.074 0.007
C 3.513 1.992 2.579 -0.038 -0.004 0.019
Br 2.890 2.393 4.328 0.010 -0.038 -0.027
F 5.970 -1.633 3.019 0.001 -0.003 -0.001
C 4.653 -1.624 2.691 -0.003 0.015 0.021
C 3.724 -1.335 3.669 0.017 0.027 -0.023
C 2.381 -1.322 3.322 -0.002 0.007 -0.024
C 1.962 -1.595 2.021 0.005 -0.019 0.025
C 0.516 -1.544 1.639 -0.002 0.050 -0.079
C 2.938 -1.883 1.068 0.002 0.030 0.012
C 4.288 -1.897 1.390 -0.005 0.015 -0.016
H 4.054 -1.091 4.670 0.004 -0.001 0.006
H 1.643 -1.055 4.069 -0.002 0.002 0.000
H -0.118 -1.727 2.512 0.007 0.008 0.003
H 0.317 -2.342 0.920 0.013 -0.059 0.046
H 2.638 -2.053 0.040 0.000 -0.006 -0.001
H 5.048 -2.085 0.643 0.001 0.000 0.002
C 0.058 -0.632 -4.925 0.033 -0.006 0.013
C -1.316 -0.626 -4.728 -0.022 0.005 0.004
C -1.834 -0.647 -3.440 -0.037 0.010 0.017
C -0.977 -0.670 -2.345 0.045 -0.057 -0.008
C 0.404 -0.671 -2.543 -0.021 0.013 0.068
C 0.916 -0.653 -3.834 -0.013 0.000 -0.046
As -1.565 -0.734 -0.491 -0.104 -0.043 -0.119
C -3.372 -0.024 -0.548 -0.010 -0.014 -0.036
C -4.428 -0.730 -1.120 0.026 -0.015 0.008
C -5.699 -0.176 -1.158 -0.013 0.008 0.007
C -5.924 1.084 -0.619 -0.016 -0.001 -0.006
C -4.881 1.784 -0.032 0.010 -0.004 0.010
C -3.609 1.227 0.008 -0.002 0.015 0.005
C -1.956 -2.620 -0.266 -0.005 0.009 -0.005
C -2.625 -3.020 0.887 -0.002 0.000 0.022
C -2.886 -4.362 1.112 -0.004 -0.004 -0.001
C -2.473 -5.314 0.188 0.011 0.002 -0.016
C -1.800 -4.919 -0.958 -0.018 -0.021 0.020
C -1.542 -3.573 -1.187 -0.003 -0.007 -0.035
H 0.460 -0.611 -5.931 -0.001 0.002 -0.001
H -1.988 -0.599 -5.577 0.000 -0.003 -0.001
H -2.908 -0.634 -3.298 -0.009 0.007 0.006
H 1.084 -0.631 -1.694 -0.029 0.026 -0.051
H 1.990 -0.638 -3.976 -0.001 0.009 0.012
H -4.261 -1.723 -1.521 0.003 0.005 -0.006
H -6.516 -0.730 -1.603 0.002 -0.002 0.000
H -6.917 1.515 -0.646 -0.001 0.001 -0.001
H -5.056 2.758 0.406 0.001 0.003 0.000
H -2.792 1.750 0.489 -0.030 0.013 -0.017
H -2.934 -2.280 1.618 0.014 0.005 -0.004
H -3.403 -4.667 2.013 -0.001 -0.002 -0.001
H -2.670 -6.364 0.367 0.000 -0.002 0.000
H -1.470 -5.658 -1.677 0.000 -0.002 0.001
H -1.013 -3.269 -2.083 -0.005 -0.002 0.021
N -1.323 6.349 2.574 0.006 0.000 -0.012
C -0.982 5.575 1.796 -0.002 -0.017 -0.004
C -0.589 4.619 0.797 -0.005 0.023 0.039
C -0.191 5.036 -0.470 0.001 -0.001 -0.012
C 0.166 4.077 -1.395 -0.003 -0.039 0.026
C 0.101 2.739 -1.036 -0.011 0.030 0.031
N -0.304 2.345 0.174 0.091 -0.032 -0.065
C -0.614 3.261 1.087 -0.006 0.038 0.020
H -0.157 6.091 -0.708 0.004 0.001 0.001
H 0.509 4.348 -2.383 0.005 0.000 -0.004
H 0.417 1.952 -1.704 -0.008 -0.046 -0.035
H -0.868 2.897 2.073 -0.008 -0.010 -0.010
```
Forces are in eV/Å.

Calculated values
E_HOMO = -0.137 Eh
Charge = -1



Record order is preserved below.
E_tot: -4490.04333, -14436.05271 Eh